Entry 1:
{"formula": "C16H29BO6", "method": "ωB97M-V/def2-TZVPD", "symbols": ["C", "C", "O", "C", "O", "C", "C", "C", "C", "C", "O", "C", "C", "C", "O", "C", "C", "O", "C", "B", "O", "C", "C", "H", "H", "H", "H", "H", "H", "H", "H", "H", "H", "H", "H", "H", "H", "H", "H", "H", "H", "H", "H", "H", "H", "H", "H", "H", "H", "H", "H", "H"], "positions_angstrom": [[2.6862, -2.9877, 0.0800], [2.0786, -3.4954, -1.2152], [2.7906, -3.0578, -2.3773], [2.8012, -1.7071, -2.5872], [3.7779, -1.0465, -2.3491], [1.5620, -1.1671, -3.2475], [1.2734, 0.3075, -2.9374], [1.3516, 0.7340, -1.4662], [-0.0002, 0.8019, -0.7673], [-0.6167, -0.6268, -0.6944], [-1.6044, -0.6120, 0.3470], [-1.4718, 0.6638, 0.9953], [-1.9989, 0.6491, 2.4109], [-3.3178, -0.0899, 2.5637], [-4.3731, 0.5356, 1.8329], [-4.5737, 0.2303, 0.5219], [-4.6539, -1.2172, 0.1161], [-4.8192, 1.1180, -0.2545], [-0.0232, 1.1037, 0.7370], [0.2469, 2.5853, 1.2215], [-0.7408, 3.4999, 0.9601], [1.5404, 2.9981, 2.0199], [2.8600, 2.3856, 1.4962], [3.7368, -3.2828, 0.1113], [2.6269, -1.9037, 0.1839], [2.1833, -3.4621, 0.9259], [1.0142, -3.2468, -1.2988], [2.1532, -4.5839, -1.2339], [0.7144, -1.8309, -3.0653], [1.7646, -1.2477, -4.3225], [0.2587, 0.5135, -3.2971], [1.9366, 0.9179, -3.5505], [1.8042, 1.7301, -1.4360], [2.0153, 0.0926, -0.8813], [-0.7165, 1.4225, -1.3123], [-1.0255, -1.0146, -1.6277], [0.1951, -1.2739, -0.3303], [-2.0963, 1.3670, 0.4232], [-2.0720, 1.6783, 2.7711], [-1.2838, 0.1375, 3.0732], [-3.6163, -0.0604, 3.6136], [-3.1896, -1.1384, 2.2969], [-4.1066, -1.9021, 0.7560], [-4.2449, -1.2920, -0.8902], [-5.7045, -1.5133, 0.1138], [0.6381, 0.3955, 1.2532], [-0.4358, 4.4079, 1.0525], [1.6345, 4.0890, 2.0804], [1.4065, 2.6709, 3.0594], [2.8441, 2.2097, 0.4216], [3.6941, 3.0629, 1.6944], [3.0958, 1.4518, 2.0089]], "atomic_forces_ev_per_a": [[0.14, -0.18, -0.10], [-0.16, -0.34, 0.19], [0.18, 0.01, 0.11], [0.48, 0.32, -0.03], [-0.42, -0.30, -0.11], [-0.09, 0.14, -0.08], [-0.26, -0.18, -0.13], [-0.04, 0.66, 0.14], [-0.15, -1.58, -0.21], [0.45, 0.23, 0.60], [0.13, 0.07, -0.14], [-0.40, 0.68, -0.49], [0.55, -0.55, 0.25], [0.03, 0.03, 0.41], [0.23, 0.01, -0.14], [-0.36, 0.37, -0.35], [0.31, -0.15, -0.03], [0.09, -0.33, 0.37], [-0.62, 0.33, 0.41], [0.00, 0.05, 0.01], [0.26, -0.12, -0.40], [0.24, 0.02, -0.14], [0.07, 0.26, 0.25], [-0.02, 0.13, 0.03], [-0.03, -0.03, 0.01], [-0.06, 0.11, -0.04], [0.06, 0.12, -0.01], [-0.02, 0.09, -0.12], [0.03, 0.08, 0.16], [-0.04, -0.12, 0.05], [0.10, 0.07, -0.07], [0.09, -0.01, 0.16], [0.02, -0.06, 0.03], [0.04, -0.02, -0.10], [0.22, 0.35, 0.09], [-0.16, 0.06, 0.05], [-0.08, -0.22, -0.37], [-0.04, 0.01, 0.19], [-0.16, -0.02, -0.10], [-0.04, 0.01, -0.08], [-0.11, 0.04, -0.10], [-0.05, 0.05, -0.14], [-0.01, 0.05, 0.05], [-0.17, -0.05, 0.03], [0.01, 0.10, -0.06], [0.12, 0.03, -0.08], [-0.14, 0.01, 0.29], [-0.04, -0.03, -0.04], [-0.12, 0.04, -0.02], [0.01, -0.08, 0.03], [-0.02, -0.07, -0.01], [-0.07, -0.07, -0.19]], "smiles": "CCOC(=O)CCC[C@H]1CO[C@@H](CCOC(C)=O)[C@@H]1B(O)CC", "e_homo_ev": -9.58, "gap_ev": 10.03, "e_lumo_ha": 0.017}

---

Entry 2:
{"formula": "C8H16O5Yb", "method": "ωB97M-V/def2-TZVPD", "symbols": ["C", "H", "H", "H", "O", "C", "C", "O", "C", "C", "O", "C", "Yb", "H", "H", "H", "H", "H", "H", "H", "H", "H", "H", "H", "O", "C", "C", "O", "H", "H"], "positions_angstrom": [[1.7930, -0.1594, -2.5112], [2.5493, -0.6879, -3.1039], [1.0314, -0.9271, -2.6794], [2.0933, 0.8520, -2.8176], [-0.8711, -0.3777, -1.0238], [-2.2538, -0.3950, -0.8535], [-2.7065, 0.8702, -0.1342], [-1.8324, 1.0831, 0.9812], [-1.7999, 2.4040, 1.4999], [-0.4852, 2.6079, 2.2134], [0.5397, 2.1554, 1.3267], [1.8594, 2.5524, 1.6789], [0.1622, 0.1518, 0.4977], [-2.5985, -1.2818, -0.2828], [-2.7858, -0.4282, -1.8238], [-3.7504, 0.8150, 0.2092], [-2.5800, 1.7274, -0.8178], [-2.6457, 2.5845, 2.1776], [-1.8470, 3.1050, 0.6520], [-0.4328, 2.0550, 3.1651], [-0.3444, 3.6748, 2.4343], [2.5082, 2.2815, 0.8403], [1.8925, 3.6404, 1.8209], [2.1697, 2.0539, 2.6097], [2.1726, -0.0426, -0.9584], [3.1559, -0.7176, -0.4079], [2.8955, -1.2297, 0.8894], [1.7814, -1.0344, 1.4335], [3.9593, -1.0800, -1.0540], [3.6593, -1.8553, 1.3711]], "atomic_forces_ev_per_a": [[3.18, -0.74, 1.49], [0.98, -0.26, 0.93], [-1.16, 1.58, 0.39], [-2.03, -0.05, -0.24], [-1.44, -0.69, -1.83], [-1.06, -0.23, -0.20], [-0.77, 0.26, -0.90], [0.22, -0.36, 0.50], [-0.22, 0.85, -0.01], [-0.26, 0.23, 0.58], [-0.45, 0.53, -0.04], [0.93, 0.41, 0.39], [4.31, -1.44, 1.65], [0.24, 0.21, -0.19], [0.17, 0.00, 0.36], [0.30, 0.03, -0.10], [-0.12, -0.18, 0.24], [0.19, -0.05, -0.18], [-0.12, -0.13, 0.22], [0.04, 0.05, -0.23], [-0.04, -0.23, -0.07], [-0.04, -0.07, 0.28], [-0.04, -0.24, -0.09], [-0.01, 0.08, -0.36], [-4.41, 2.04, -3.50], [2.36, -3.87, 3.69], [3.90, 0.08, -4.84], [-4.42, 1.41, 1.65], [-0.03, 0.44, 0.41], [-0.18, 0.35, -0.01]], "e_homo_ev": [-9.90, -9.89], "gap_ev": [6.78, 6.35], "e_lumo_ha": [-0.114, -0.130], "spin_multiplicity": 2, "charge": 1, "s2": 0.751}

---

Here are the calculated electronic energy numbers, same order: -1103.40169, -1849.03747 (Eh).
Here are the calculated energy above the lowest of the compared OMol25 structures with the same formula, charge and spin numbers, same order: 0.0, 0.0 (kcal per mole).